No. 1
Entry from the OMol25 dataset: 2 unconnected molecules or ions with the total composition C2H5BrOS (the ωB97M-V functional and the def2-TZVPD basis).

Properties
HOMO-LUMO gap = 10.556 eV
SMILES = CC(=O)S.Br
HOMO level = -10.020 eV
Relative energy (zero: lowest compared OMol25 entry of this formula, charge and spin) = 6.9 kcal per mole
Total energy = -3126.6213 a.u.

XYZ file:
```
10
Properties=species:S:1:pos:R:3:forces:R:3
C 1.48307 -0.63060 -0.64355 0.41 0.40 3.53
C 0.36585 -0.23669 0.51871 2.58 -1.21 -2.24
O -0.06591 -1.10960 1.21026 -0.35 0.28 0.15
S -0.21969 1.41510 0.70676 -1.21 -0.05 1.10
H 1.74774 0.17697 -1.27893 -0.26 0.58 -0.88
H 2.46954 -0.92505 -0.14547 -1.41 0.50 -0.13
H 1.16647 -1.54101 -1.08950 -0.61 -0.45 -0.75
H 0.55496 2.19348 -0.00478 0.89 -0.03 -0.79
Br -3.95863 0.65497 0.95326 -0.12 0.08 0.16
H -3.54338 0.00244 -0.22675 0.07 -0.09 -0.15
```
Forces are in eV/Å.

***

No. 2
Entry from the OMol25 dataset: 2 unconnected molecules or ions with the total composition C2H3N2O2 (the ωB97M-V functional and the def2-TZVPD basis).

Properties
HOMO-LUMO gap (spin up / spin down) = 6.010 / 6.677 eV
HOMO level (spin up / spin down) = -1.437 / -2.375 eV
Relative energy (zero: lowest compared OMol25 entry of this formula, charge and spin) = 147.0 kcal per mole
Net charge = -1
Total energy = -337.7751 a.u.

XYZ file:
```
9
Properties=species:S:1:pos:R:3:forces:R:3
C -0.07323 0.49334 -0.21009 -0.15 0.20 -0.56
C 0.73239 -0.32154 0.73837 0.63 0.90 0.15
N 2.95803 -0.36142 0.26779 -0.26 -1.46 0.12
N 0.16916 0.78612 1.17925 0.24 -0.73 -0.41
O -0.43644 1.35922 2.15630 -0.15 0.06 0.32
O 3.27577 -1.54757 0.24766 -0.33 1.39 0.00
H 0.42742 1.10835 -0.95429 0.09 0.05 -0.08
H -1.07234 0.16278 -0.51515 -0.04 0.02 0.21
H 0.70758 -1.34769 1.04467 -0.01 -0.42 0.26
```
Forces are in eV/Å.

***

No. 3
Entry from the OMol25 dataset: 12 unconnected molecules or ions with the total composition H24O12 (the ωB97M-V functional and the def2-TZVPD basis).

Properties
HOMO-LUMO gap = 10.814 eV
SMILES = O.O.O.O.O.O.O.O.O.O.O.O
HOMO level = -11.360 eV
Relative energy (zero: lowest compared OMol25 entry of this formula, charge and spin) = 109.3 kcal per mole
Total energy = -917.1512 a.u.

XYZ file:
```
36
Properties=species:S:1:pos:R:3:forces:R:3
O 0.30689 -0.72621 -0.12275 1.13 -3.98 -2.29
H 0.28189 -0.73216 -1.12696 -0.29 0.24 2.42
H 0.16000 0.11172 0.19558 -0.82 2.90 0.74
O -3.40991 2.56313 2.25844 1.75 3.15 -2.97
H -2.92879 2.31392 1.42782 -0.82 0.25 1.29
H -3.63907 1.80315 2.68356 -0.96 -3.38 1.68
O 1.81703 0.33535 3.27609 0.69 -1.06 1.55
H 2.36174 -0.36480 3.78880 -1.18 1.78 -2.09
H 2.08348 0.45546 2.35556 0.46 -0.78 0.48
O -0.71038 -3.46760 -1.03873 0.47 -3.04 2.08
H -0.03586 -3.09700 -1.57202 1.10 0.53 -0.93
H -0.24366 -4.29921 -0.62463 -1.55 2.37 -1.21
O 2.56353 3.69210 -2.01927 2.16 2.33 2.36
H 3.52948 3.54685 -2.06180 -1.11 -0.30 -0.41
H 2.07200 3.12729 -2.53823 -0.99 -2.02 -1.93
O -4.10744 0.20210 -0.90747 0.76 -0.74 1.69
H -4.22304 0.69845 -1.70457 0.43 0.32 -0.74
H -3.15035 0.09466 -0.69769 -1.18 0.54 -0.70
O 1.90216 -2.57511 0.95306 -1.33 2.79 1.09
H 2.15419 -3.36922 0.61500 1.84 -3.70 -1.23
H 0.97995 -2.55857 0.66253 -0.16 0.84 0.28
O -2.39011 -0.85904 -2.90981 0.72 0.13 -1.65
H -2.30539 -1.12701 -2.01309 -0.06 -0.56 1.19
H -1.50423 -1.04046 -3.27869 -0.72 0.20 0.13
O 0.62243 4.00570 0.88738 2.95 1.90 -1.25
H 0.84772 3.21638 1.34794 0.01 -1.09 0.82
H 1.57982 4.36276 0.67072 -3.00 -0.86 0.40
O -0.49943 0.90810 -1.66245 1.91 -2.49 1.62
H 0.45868 1.03062 -1.53121 -0.73 0.57 -0.26
H -0.83383 1.60572 -2.11959 -1.37 3.28 -2.20
O -2.51925 -2.22167 2.32583 1.68 -2.27 3.41
H -2.21607 -1.72680 3.11681 -0.32 -0.42 -0.90
H -2.83304 -1.62051 1.73322 -1.35 2.65 -2.50
O 4.67858 -1.70450 -0.39660 2.60 0.78 0.65
H 5.32711 -1.17007 0.16223 -1.43 -1.14 -1.16
H 3.82315 -1.41352 -0.13504 -1.28 0.27 0.56
```
Forces are in eV/Å.

***

No. 4
Entry from the OMol25 dataset: 2 unconnected molecules or ions with the total composition C4H6F4O3P (the ωB97M-V functional and the def2-TZVPD basis).

Properties
Spin multiplicity = 2
HOMO-LUMO gap (spin up / spin down) = 3.735 / 3.764 eV
HOMO level (spin up / spin down) = 1.575 / 1.564 eV
Net charge = -2
Total energy = -1122.4062 a.u.

XYZ file:
```
18
Properties=species:S:1:pos:R:3:forces:R:3
H 0.12555 -2.65928 3.69421 0.44 0.81 -0.58
P -3.99660 2.02190 0.94483 1.53 -1.55 -0.72
F -3.00262 2.67064 -0.13156 -0.73 -0.17 0.62
F -4.61294 0.61167 0.50220 0.14 0.99 0.29
O -4.57235 2.84118 2.19768 -0.39 0.30 -0.02
O -2.81319 1.37429 1.82886 -1.57 1.37 0.27
C -1.87085 0.39830 1.29679 0.51 -0.58 -0.62
C -0.95573 0.19633 2.47062 0.04 -0.18 0.05
O 0.04229 -0.76173 2.14350 -0.06 -0.11 -0.07
C 0.77722 -1.22092 3.20702 -1.30 -0.51 1.40
C 2.16987 -1.26188 3.01001 0.62 0.38 -0.87
F 2.84255 -1.88243 4.08164 0.26 -0.37 0.50
H -4.04352 2.63426 2.98026 0.26 -0.25 -0.27
H -1.50830 -0.16201 3.37145 0.01 0.00 -0.09
H -0.45078 1.14309 2.77610 -0.03 -0.05 0.00
H 0.45084 -0.82449 4.18313 0.23 0.03 -0.50
H 2.52861 -1.70285 2.07076 -0.20 -0.06 0.22
F -5.21825 2.70865 0.05991 0.23 -0.04 0.38
```
Forces are in eV/Å.

***

No. 5
Entry from the OMol25 dataset: a molecular structure, C31H72CdF12N3O18S4 (the ωB97M-V functional and the def2-TZVPD basis).

Properties
HOMO-LUMO gap = 6.316 eV
HOMO level = -4.298 eV
Relative energy (zero: lowest compared OMol25 entry of this formula, charge and spin) = 0.0 kcal per mole
Net charge = -1
Total energy = -5701.5949 a.u.

XYZ file:
```
141
Properties=species:S:1:pos:R:3:forces:R:3
Cd -2.85757 -0.65456 0.48012 -0.47 3.04 -2.83
C -3.17078 -0.03732 -4.11892 -0.44 -0.10 0.41
C -2.03934 0.52749 -3.24307 -0.41 1.35 -0.75
C -1.16413 1.38156 -4.22058 -0.59 0.76 0.43
C -1.66150 2.80523 -4.53042 -0.36 0.07 0.78
C -1.99340 3.59748 -3.24159 -0.52 -1.70 -0.11
C -3.04062 2.81566 -2.31229 -0.30 0.04 -0.99
N -2.58065 1.40175 -2.11941 1.91 -0.40 0.62
O -3.30978 0.64670 -1.13952 -0.45 0.79 -1.04
C -4.44352 2.93501 -2.96802 -0.08 0.50 -0.98
C -3.09980 3.64285 -1.01290 0.64 -0.91 1.08
C -1.12210 -0.61813 -2.74426 -0.52 0.61 0.43
H -3.69674 0.74856 -4.66102 -0.14 0.24 0.32
H -3.86532 -0.55998 -3.46124 -0.10 -0.08 -0.27
H -2.83180 -0.69031 -4.92315 0.32 -0.38 0.27
H -1.24617 0.87932 -5.18449 0.85 -0.38 0.07
H -0.15299 1.46874 -3.82296 0.20 -0.27 -0.20
H -2.49987 2.70333 -5.21951 -0.39 0.28 0.19
H -0.91774 3.36864 -5.09387 0.26 -0.13 -0.04
H -2.33209 4.60777 -3.47116 -0.37 -0.03 0.04
H -1.06373 3.72162 -2.68624 0.07 -0.15 0.20
H -4.43751 2.73510 -4.03951 0.37 -0.32 -0.14
H -4.72867 3.98698 -2.95570 -0.20 0.17 0.31
H -5.28966 2.34741 -2.61182 0.42 -0.17 0.69
H -3.58237 4.61930 -1.05520 -0.04 -0.06 -0.67
H -2.09564 3.80571 -0.62145 0.20 0.04 -0.13
H -3.59422 3.11428 -0.19788 -0.27 -0.32 -0.17
H -0.19839 -0.19612 -2.34833 -0.07 0.00 0.25
H -0.83148 -1.31739 -3.52828 -0.22 0.19 -0.34
H -1.62260 -1.22074 -1.98632 -0.03 0.06 0.04
C 0.51650 -3.12120 -0.69623 0.24 0.60 0.46
F -0.36391 -3.48693 -1.62304 0.69 -0.26 0.61
F 1.38332 -4.13037 -0.38603 -1.23 1.31 -0.60
F 1.17360 -2.04827 -1.13704 0.10 -0.81 0.01
S -0.44163 -2.68180 0.91974 -2.02 -3.00 1.06
O -1.66969 -3.45285 0.80128 1.13 1.19 -0.51
O 0.40258 -3.07981 2.04190 -0.79 1.39 -1.58
N -0.99093 -1.00058 0.84264 5.80 -4.03 0.40
S 0.23365 -0.28551 1.51989 3.83 3.82 0.89
O -0.03393 0.04420 2.89936 -0.04 -0.29 -0.16
O 1.59206 -0.79009 1.21135 -2.82 0.81 0.05
C 0.14644 1.50078 0.73848 1.02 -0.89 -0.33
F -1.03158 2.01224 0.92664 -1.39 0.48 0.95
F 1.07747 2.31160 1.28446 -0.19 -0.64 0.47
F 0.34694 1.53705 -0.56104 0.49 -0.67 -0.84
C -6.33214 -1.72914 -1.32917 1.52 -0.82 -0.61
F -6.93787 -1.17973 -0.29069 -0.36 0.44 -0.40
F -7.22433 -2.44776 -2.06869 1.02 0.84 0.94
F -5.74641 -0.80887 -2.13214 -1.04 -0.90 1.10
S -4.96901 -2.93717 -0.55906 -0.16 -0.09 -3.75
O -5.78660 -4.09922 -0.26205 0.57 1.68 0.52
O -3.94529 -3.15120 -1.57173 -0.80 0.94 1.34
N -4.28526 -1.92728 0.71569 -5.48 -5.39 -1.61
S -4.50776 -2.85163 1.99447 2.15 -2.07 3.37
O -4.41639 -4.29184 1.87905 -1.60 1.13 -0.75
O -3.51158 -2.45947 2.95084 -0.48 2.05 0.69
C -6.26048 -2.33793 2.65655 2.30 0.84 0.70
F -7.17582 -2.88949 1.91939 -0.78 0.20 0.11
F -6.32444 -2.77889 3.93898 -0.34 0.66 -1.24
F -6.36383 -0.93853 2.64367 -0.10 -2.34 0.10
C 1.01980 -2.63094 5.41460 0.75 1.30 -0.51
C 2.31314 -1.90203 4.93915 -1.34 -0.54 -0.93
O 3.34892 -1.93881 5.86280 0.88 -0.07 1.64
H 0.23129 -2.34034 4.72040 0.10 -0.40 -0.40
H 0.65582 -2.17122 6.33344 0.36 -0.42 0.45
H 1.13111 -3.71480 5.44581 -0.07 0.17 0.23
H 2.07087 -0.86502 4.70671 -0.26 0.08 -0.16
H 2.71010 -2.37541 4.04113 -0.52 -0.04 -0.48
H 4.07858 -1.43492 5.49497 0.07 -0.10 0.09
C 2.47114 -0.98175 -4.32443 0.38 -0.30 -0.55
C 1.96793 -2.39757 -4.57945 0.02 0.01 0.65
O 3.01469 -3.38757 -4.48377 -0.26 1.38 0.03
H 2.95372 -0.62047 -5.23256 0.26 0.24 0.15
H 3.16915 -0.94875 -3.48789 0.05 -0.11 -0.06
H 1.64867 -0.30641 -4.08872 -0.13 -0.10 -0.08
H 1.47196 -2.44937 -5.54868 0.04 -0.03 -0.22
H 1.18868 -2.53796 -3.83034 -0.04 -0.63 0.15
H 2.59561 -4.24818 -4.41072 -0.29 -0.23 -0.16
C -2.56063 1.82114 3.99363 0.03 -0.19 -0.41
C -3.08818 0.58643 3.28194 0.16 -0.52 1.76
O -3.37515 0.84627 1.92279 -0.47 0.96 0.91
H -1.57851 2.03779 3.57338 0.01 0.25 0.24
H -2.50604 1.68920 5.07424 0.19 -0.25 -0.05
H -3.23345 2.66471 3.83940 -0.03 0.17 -0.17
H -3.95829 0.18587 3.80211 -0.38 0.13 -0.15
H -2.38438 -0.24425 3.33398 0.17 0.29 -0.21
H -4.06681 1.51200 1.92045 -0.13 0.10 -0.59
C 0.68501 5.02796 -0.55155 0.38 -0.02 -0.17
C 1.76895 4.45395 -1.50154 -0.09 0.27 0.11
O 2.31365 5.42575 -2.42320 -0.84 0.48 0.41
H 0.26630 4.26728 0.10735 0.40 -0.38 -0.17
H -0.21369 5.42513 -1.02346 0.32 0.29 -0.47
H 1.10480 5.76515 0.13287 0.06 0.26 -0.22
H 1.34392 3.62650 -2.06967 -0.01 -0.17 0.03
H 2.61584 4.10427 -0.91111 -0.18 -0.36 0.24
H 2.94482 5.01045 -3.01545 -0.05 -0.27 0.18
C -0.18700 4.88535 2.97810 -0.32 0.27 0.10
C -0.53795 4.82974 4.46587 -0.12 0.33 -0.92
O 0.25810 5.77232 5.13037 0.88 0.44 0.51
H -0.79105 4.13742 2.46446 0.19 0.00 -0.22
H 0.86746 4.79037 2.71885 0.09 -0.62 0.47
H -0.40834 5.86670 2.55849 -0.46 0.09 0.14
H -0.42782 3.81939 4.85977 0.14 -0.11 0.09
H -1.57292 5.14659 4.59451 -0.37 -0.33 -0.16
H -0.03058 5.86976 6.04073 -0.03 -0.07 0.02
C 2.33662 2.08258 4.51907 0.22 -0.34 -0.56
C 3.49618 2.48772 3.62598 1.08 -0.50 1.27
O 4.14210 1.32534 2.97663 -1.15 1.36 0.07
H 2.72956 1.46834 5.32926 -0.09 -0.50 -0.13
H 1.64752 1.54044 3.87153 -0.41 -0.11 0.55
H 1.86422 2.90286 5.05951 -0.07 0.33 -0.50
H 4.25168 2.88902 4.30145 0.24 0.45 -0.19
H 3.23980 3.27469 2.91672 0.06 -0.53 -0.43
H 4.33651 0.68941 3.66902 -0.04 -0.03 0.01
C 2.86081 -6.16979 -2.23233 -0.05 -0.79 0.12
C 2.75608 -6.68770 -3.67112 0.98 0.23 0.66
O 1.81632 -5.87600 -4.38197 0.02 -0.76 0.21
H 1.90135 -6.34502 -1.74569 -0.12 0.50 -0.01
H 3.22373 -5.15083 -2.09777 -0.41 0.14 -0.49
H 3.54964 -6.76058 -1.62853 0.26 -0.36 -0.28
H 2.54314 -7.75667 -3.67925 -0.86 -0.01 0.14
H 3.72582 -6.69436 -4.16878 0.24 0.62 -0.14
H 1.43207 -6.41748 -5.07534 -0.09 0.17 -0.16
C 3.63909 1.07647 -0.94863 1.45 -0.40 0.40
C 4.98807 1.18520 -0.19297 -0.38 -0.03 0.46
O 5.08666 2.41139 0.52632 0.06 0.50 -0.70
H 2.82837 1.27137 -0.24660 0.01 0.10 -0.37
H 3.54065 0.07548 -1.36867 -0.17 -0.15 0.13
H 3.69777 1.75166 -1.80231 -0.44 0.29 0.18
H 5.84000 1.08095 -0.86487 -0.02 0.27 -0.15
H 5.14201 0.45208 0.59883 -0.41 -0.77 -0.39
H 4.61640 2.21838 1.34069 0.09 0.10 0.31
C 4.56948 -2.75708 0.38281 -0.11 -0.82 0.02
C 4.95029 -4.26849 0.51054 -0.80 1.43 0.31
O 6.10449 -4.49485 -0.26158 0.42 -0.15 -0.48
H 3.61331 -2.47860 0.82586 -0.04 -0.41 0.43
H 4.42160 -2.49280 -0.66427 0.45 -0.05 -0.15
H 5.32738 -2.12481 0.84534 0.12 -0.03 -0.22
H 4.11836 -4.89231 0.18367 -0.12 -0.01 -0.14
H 5.15743 -4.52948 1.54836 -0.08 0.09 0.24
H 6.13273 -5.42455 -0.49918 0.08 -0.01 0.00
```
Forces are in eV/Å.

***

No. 6
Entry from the OMol25 dataset: 2 unconnected molecules or ions with the total composition C14H16O (the ωB97M-V functional and the def2-TZVPD basis).

Properties
HOMO-LUMO gap = 9.146 eV
SMILES = Cc1ccc(O)cc1.Cc1ccccc1
HOMO level = -8.392 eV
Relative energy (zero: lowest compared OMol25 entry of this formula, charge and spin) = 21.9 kcal per mole
Total energy = -618.2811 a.u.

XYZ file:
```
31
Properties=species:S:1:pos:R:3:forces:R:3
C -0.30872 -3.13829 -1.56841 1.57 1.15 -0.59
C -1.35857 -2.15684 -1.15085 -1.52 -1.19 0.99
C -1.10667 -1.05791 -0.31989 0.04 -0.91 -0.70
C -2.13825 -0.20271 0.03351 0.31 0.27 -0.76
C -3.44605 -0.48608 -0.35237 0.90 0.79 0.03
O -4.39378 0.50204 -0.32252 -0.60 -0.82 0.05
C -3.73526 -1.70104 -0.92838 -0.20 -1.04 -0.98
C -2.70081 -2.51990 -1.39691 0.96 1.56 0.68
H 0.12456 -2.80418 -2.52860 0.03 -0.06 0.25
H -0.56827 -4.17290 -1.75198 -0.59 -0.09 0.38
H 0.50802 -3.08771 -0.84018 0.01 -0.29 -0.16
H -0.08153 -0.90302 -0.00691 -0.05 0.35 0.03
H -1.86303 0.79932 0.34148 -0.21 -0.01 0.56
H -4.13611 1.16358 0.31120 0.17 0.42 0.35
H -4.76276 -1.98064 -1.11278 -0.11 0.16 -0.11
H -2.80719 -3.40526 -1.99250 -0.73 -0.33 0.00
C 0.57384 2.72312 1.99396 0.81 0.49 -0.83
C 1.70448 2.02192 1.24260 -0.63 1.58 0.82
C 3.01119 2.11254 1.72998 -0.03 -1.10 -0.72
C 3.98544 1.40275 1.03649 -0.11 0.61 -0.55
C 3.64499 0.63740 -0.09227 0.71 -0.95 1.03
C 2.35443 0.58896 -0.56894 0.16 1.00 0.00
C 1.43686 1.46105 0.01660 -0.40 -1.90 -0.04
H -0.07219 2.07046 2.57194 0.01 -0.19 0.01
H -0.00418 3.25010 1.22935 -0.30 -0.02 0.32
H 1.02106 3.47924 2.64105 -0.26 -0.05 0.17
H 3.22655 2.63830 2.64886 0.04 0.09 -0.01
H 5.03521 1.51222 1.28200 -0.06 -0.29 0.30
H 4.39124 -0.09402 -0.38854 0.00 0.30 -0.56
H 2.03674 -0.05099 -1.38141 0.21 0.03 -0.11
H 0.42877 1.39848 -0.37560 -0.14 0.44 0.14
```
Forces are in eV/Å.

***

Which of these has the highest total energy? C2H3N2O2

***

Among the records above, which one has the lowest total energy? C31H72CdF12N3O18S4